1.
{
  "formula": "C48H49IrN4O5P2Si",
  "method": "ωB97M-V/def2-TZVPD",
  "symbols": ["Ir", "P", "P", "Si", "O", "O", "O", "O", "O", "N", "N", "N", "N", "C", "C", "C", "C", "C", "C", "C", "C", "C", "C", "C", "C", "C", "C", "C", "C", "C", "C", "C", "C", "C", "C", "C", "C", "C", "C", "C", "C", "C", "C", "C", "C", "C", "C", "C", "C", "C", "C", "C", "C", "C", "C", "C", "C", "C", "C", "C", "C", "H", "H", "H", "H", "H", "H", "H", "H", "H", "H", "H", "H", "H", "H", "H", "H", "H", "H", "H", "H", "H", "H", "H", "H", "H", "H", "H", "H", "H", "H", "H", "H", "H", "H", "H", "H", "H", "H", "H", "H", "H", "H", "H", "H", "H", "H", "H", "H", "H"],
  "xyz": [[0.32835, 0.07499, -0.04130], [-1.36959, 0.45314, -1.75245], [-0.03658, -1.97302, 1.11515], [1.35617, 2.07140, 0.88970], [1.87457, -0.67153, -1.30458], [-2.50871, -1.92778, -0.19090], [1.42710, 2.61121, -0.80328], [2.38515, 3.15682, -2.66271], [2.99556, 4.16100, -0.84655], [5.79633, 0.88432, -3.15723], [2.35095, 3.36270, -1.47939], [3.49729, -2.97150, -3.03728], [2.85203, 0.10508, -1.64946], [0.34993, -1.93373, -4.55437], [-3.20530, 4.11409, -1.54970], [-2.99196, -3.11396, 3.68956], [1.48825, -2.69753, 1.79352], [-1.56086, -4.99559, -1.98963], [4.30924, 2.28418, 0.93684], [-0.93548, 0.52985, -4.56167], [0.20593, 3.45432, 3.24339], [-4.73112, -1.87593, -1.06021], [1.61617, -3.03766, 3.13536], [3.61932, -1.86000, -2.76774], [-1.56279, -0.66970, 3.13747], [2.57376, -2.87408, 0.93291], [-5.64965, -1.35143, -1.95007], [0.07493, -4.44191, -0.32580], [-0.72703, -0.13619, -3.35606], [-0.09257, -1.37775, -3.36393], [-3.46607, -1.88268, 4.21061], [-1.04556, 3.42050, 1.12442], [3.74058, -0.47653, -2.39604], [-0.62623, -3.28650, 0.00089], [0.36534, 3.49667, 1.71973], [4.87286, 0.28732, -2.82280], [-1.83780, -3.04218, -0.64680], [2.81921, -3.54008, 3.61583], [-1.12342, 4.41470, -2.70768], [-2.95733, 2.75394, -1.45651], [-1.79093, 2.20960, -1.99660], [3.10022, 1.68544, 1.65871], [-0.39085, -5.29793, -1.31431], [-2.28805, 4.94782, -2.17467], [-2.29961, -3.86658, -1.65812], [-0.48807, -0.02587, -5.75086], [3.76562, -3.38950, 1.41133], [-3.44074, -1.36517, -1.03410], [0.15795, -1.25419, -5.74837], [-3.05402, -0.29919, -1.82987], [-5.26910, -0.32978, -2.81346], [-1.91751, -3.11764, 2.78480], [-1.25597, -1.96983, 2.45060], [3.28862, 0.16377, 1.69109], [-2.83364, -0.72253, 3.92524], [0.96512, 4.85476, 1.33846], [3.89225, -3.71626, 2.75645], [-3.98967, 0.18956, -2.74681], [-0.40292, -0.27927, 4.08221], [3.16204, 2.15040, 3.12147], [-0.87414, 3.05301, -2.61946], [-2.47904, 6.01108, -2.24331], [0.51566, -1.67946, -6.67729], [-4.35109, -1.87693, 4.83474], [-3.67078, 2.12102, -0.94568], [0.86280, -2.88675, -4.53812], [-4.98498, -2.68864, -0.39176], [-6.65632, -1.74725, -1.98281], [0.34163, 5.64788, 1.76792], [-3.49131, -4.04001, 3.93827], [-0.13639, 2.48224, 3.60126], [-3.20090, 0.21496, 4.32755], [3.22028, -0.28772, 0.70255], [-0.64131, 0.50632, -6.68090], [-1.56302, 2.50044, 1.41465], [0.99020, 5.00574, 0.26140], [2.55525, -0.32417, 2.33880], [-1.91294, -5.64161, -2.78336], [4.59903, -3.52570, 0.73406], [-3.71250, 1.00054, -3.40770], [4.28176, -0.07069, 2.09151], [2.31680, 1.80330, 3.71784], [0.77844, -2.91200, 3.80863], [4.38709, 1.94337, -0.09639], [1.00510, -4.66651, 0.17654], [0.04661, 2.65260, -3.02447], [2.48687, -2.59608, -0.11199], [-1.64339, 4.27114, 1.47099], [1.11723, 3.71268, 3.77397], [3.22348, 3.23659, 3.20097], [-1.63224, 0.12411, 2.37760], [5.21166, 1.95269, 1.46297], [-5.97481, 0.06982, -3.52959], [-1.43851, 1.48756, -4.58021], [4.06916, 1.73703, 3.57553], [-1.64225, -4.05209, 2.30715], [0.07444, -1.91259, -2.43708], [-3.21308, -3.63756, -2.18662], [0.53452, -0.18571, 3.52572], [-0.61574, 0.67284, 4.56957], [4.29955, 3.37035, 0.93708], [-4.11149, 4.52424, -1.12260], [-1.01414, 3.46085, 0.03840], [4.82923, -4.10647, 3.13262], [-0.55438, 4.19011, 3.52802], [-0.40066, 5.05754, -3.19425], [1.98074, 4.98141, 1.71885], [2.91355, -3.79583, 4.66346], [0.17244, -6.18617, -1.56579], [-0.27978, -1.03808, 4.85636]],
  "forces_ev_per_angstrom": [[-0.3763, -0.1731, -0.0402], [0.0581, -0.1041, 0.0364], [0.0420, 0.0603, 0.0481], [0.2212, 0.0884, 0.0348], [-0.1389, -0.1236, 0.1086], [-0.0554, -0.1567, 0.0001], [0.2317, 0.0740, -0.0511], [0.0321, 0.0754, 0.0493], [-0.0595, -0.0776, -0.1822], [-0.0287, -0.0279, -0.0064], [-0.1090, -0.0060, 0.2186], [0.0216, 0.0450, 0.0208], [-0.0414, 0.0839, -0.0111], [-0.0126, -0.0035, 0.0071], [0.0058, 0.0061, -0.0088], [0.0027, 0.0085, -0.0030], [-0.0142, 0.0143, 0.0138], [-0.0173, 0.0176, -0.0104], [0.0099, -0.0147, -0.0533], [0.0091, 0.0040, -0.0130], [-0.0052, -0.0712, -0.0194], [-0.0027, -0.0045, 0.0397], [0.0082, -0.0274, -0.0002], [-0.0239, -0.0385, -0.0329], [0.0088, 0.0126, 0.0120], [0.0052, -0.0061, -0.0209], [-0.0059, 0.0006, -0.0134], [0.0639, 0.0321, -0.0389], [-0.0310, -0.0405, -0.0251], [0.0242, 0.0158, 0.0032], [0.0097, -0.0075, 0.0042], [0.0538, 0.0476, -0.0776], [0.1501, -0.0320, -0.1217], [-0.0544, -0.0057, -0.0310], [-0.1784, -0.0315, 0.0067], [0.0482, 0.0318, 0.0158], [-0.0003, 0.0945, 0.0187], [-0.0106, 0.0039, 0.0001], [0.0216, 0.0179, -0.0160], [0.0558, 0.0102, -0.0075], [-0.0280, -0.0050, -0.0100], [-0.0401, -0.0600, 0.1322], [0.0121, -0.0053, -0.0016], [-0.0140, -0.0061, 0.0032], [-0.0029, -0.0280, 0.0219], [-0.0020, -0.0043, 0.0018], [-0.0006, -0.0175, 0.0123], [0.0213, 0.0661, -0.0456], [0.0057, -0.0066, -0.0089], [0.0153, 0.0696, 0.0108], [-0.0136, -0.0076, 0.0054], [-0.0046, -0.0039, 0.0091], [-0.0131, -0.0404, -0.0102], [-0.0342, -0.0310, -0.0308], [0.0025, 0.0167, 0.0019], [-0.0119, 0.0488, 0.0652], [0.0106, 0.0059, -0.0067], [0.0016, 0.0131, 0.0092], [0.0342, 0.0449, -0.0187], [0.0099, 0.0832, -0.0323], [0.0363, -0.0400, -0.0215], [-0.0001, -0.0046, 0.0028], [0.0003, 0.0019, 0.0029], [0.0022, -0.0003, -0.0047], [-0.0141, -0.0169, 0.0058], [0.0021, 0.0085, -0.0036], [0.0026, 0.0006, -0.0018], [0.0048, 0.0030, 0.0038], [0.0264, -0.0053, 0.0276], [0.0023, 0.0024, -0.0022], [0.0096, -0.0235, -0.0186], [-0.0016, -0.0007, -0.0106], [0.0192, 0.0348, 0.0565], [0.0008, -0.0022, 0.0027], [0.0169, -0.0120, -0.0144], [-0.0110, 0.0095, -0.0143], [0.0142, 0.0199, -0.0342], [-0.0025, -0.0011, 0.0056], [0.0008, -0.0003, 0.0016], [-0.0014, -0.0061, -0.0061], [-0.0077, 0.0163, 0.0129], [-0.0239, -0.0290, -0.0013], [-0.0009, -0.0088, -0.0020], [-0.0058, -0.0019, -0.0233], [0.0019, -0.0019, 0.0025], [-0.0116, 0.0271, 0.0210], [0.0043, -0.0045, 0.0151], [0.0089, -0.0023, 0.0201], [0.0740, -0.0053, 0.0248], [-0.0594, 0.0291, 0.0183], [0.0192, -0.0012, 0.0094], [0.0106, -0.0025, -0.0320], [0.0061, -0.0041, -0.0002], [0.0014, 0.0035, -0.0033], [0.0052, 0.0286, -0.0072], [-0.0034, -0.0027, 0.0045], [0.0211, 0.0152, -0.0033], [-0.0202, 0.0049, 0.0007], [-0.0418, 0.0171, 0.0243], [0.0126, -0.0230, 0.0115], [0.0091, 0.0441, 0.0096], [0.0026, -0.0040, -0.0026], [0.0023, 0.0211, -0.0040], [-0.0030, -0.0026, -0.0013], [0.0006, -0.0091, -0.0009], [0.0043, -0.0074, 0.0056], [0.0067, 0.0024, -0.0205], [-0.0004, 0.0030, -0.0039], [0.0057, 0.0084, -0.0015], [0.0077, -0.0036, -0.0124]],
  "multiplicity": 5,
  "total_charge": 0,
  "de_lowest_kcal_mol": 0.0,
  "e_tot_ha": -3530.03343,
  "lumo_energy_ev": [0.29, -1.20],
  "homo_lumo_gap_ev": [7.355, 7.378]
}

2.
{
  "formula": "C48H49N5O2S2Ti",
  "method": "ωB97M-V/def2-TZVPD",
  "symbols": ["Ti", "S", "S", "O", "O", "N", "N", "N", "N", "N", "C", "C", "C", "C", "C", "C", "C", "C", "C", "C", "C", "C", "C", "C", "C", "C", "C", "C", "C", "C", "C", "C", "C", "C", "C", "C", "C", "C", "C", "C", "C", "C", "C", "C", "C", "C", "C", "C", "C", "C", "C", "C", "C", "C", "C", "C", "C", "C", "H", "H", "H", "H", "H", "H", "H", "H", "H", "H", "H", "H", "H", "H", "H", "H", "H", "H", "H", "H", "H", "H", "H", "H", "H", "H", "H", "H", "H", "H", "H", "H", "H", "H", "H", "H", "H", "H", "H", "H", "H", "H", "H", "H", "H", "H", "H", "H", "H"],
  "xyz": [[-0.61528, -0.64451, 0.51625], [-1.83170, 0.97698, -1.04328], [0.71337, 1.46876, 0.97831], [-0.22826, -1.20395, 2.25738], [-1.49403, -2.55018, 3.48397], [-1.88259, -2.12189, -0.12303], [0.47440, -1.21115, -1.09320], [0.75599, 3.88192, -0.15139], [-1.72410, 3.62150, -1.34413], [2.26050, -2.05808, 1.58119], [4.23229, -0.89187, 0.85825], [-0.42008, -2.31028, 2.98138], [2.71436, -5.16949, 3.50613], [2.61225, -4.04240, -0.55224], [-2.34909, 3.81117, -3.70331], [4.97655, -3.79188, -2.20562], [-2.82347, 4.89056, -4.43455], [3.37863, -1.98348, 0.72455], [-1.12714, 2.52931, -0.78675], [0.75094, -3.23230, 3.12002], [1.52187, -0.85286, -1.85219], [-3.11293, -2.55933, 0.45735], [0.53175, -4.33181, 3.95233], [-1.27874, -5.09198, 0.75245], [1.48997, -5.30273, 4.15099], [-3.68715, -0.01214, 3.13842], [4.70605, -2.78487, -1.12215], [-1.19102, 4.94421, -1.08214], [-4.73582, -4.29030, 0.78155], [-2.82481, 3.54995, -2.29387], [1.99281, -3.10740, 2.45677], [-1.41389, 4.28803, -6.28449], [1.90310, 7.51953, 2.54745], [0.33418, 6.01639, 3.57056], [2.96275, -4.09316, 2.68102], [-2.51935, -4.98829, -0.13354], [0.65601, 5.04221, 2.64144], [0.20403, -2.09248, -3.17555], [0.95763, 7.25896, 3.52488], [-5.14207, -2.09219, 1.62318], [1.92781, 4.22925, 0.63879], [-3.48123, -3.90861, 0.32432], [-5.58361, -3.38016, 1.38761], [2.22375, 6.54052, 1.61357], [-3.44987, -0.27211, 1.65241], [1.60629, 5.29891, 1.65420], [3.58458, -2.92666, -0.29504], [-3.88401, -1.66131, 1.20775], [-2.35982, 5.12924, -5.72367], [-0.35548, -1.97363, -1.90652], [-1.39710, 2.96650, -4.27389], [5.31023, -0.74116, 0.00667], [5.55592, -1.69720, -0.96584], [1.40799, -1.38307, -3.13807], [-0.93309, 3.20484, -5.55600], [0.31502, 4.87755, -1.10890], [0.08395, 2.70228, -0.04863], [-1.58703, -2.40426, -1.36135], [2.11782, -1.25834, -3.93945], [-1.05002, 4.47141, -7.28695], [4.19147, -3.78184, -2.96558], [-0.43439, -4.39608, 4.43527], [-3.06284, -5.93434, -0.09050], [-0.22230, -2.61821, -4.01539], [2.28635, 3.32735, 1.12855], [-0.19797, 2.54134, -5.99302], [-1.53457, 5.30930, -0.10739], [1.63826, -3.82164, -0.11971], [5.02013, -4.80845, -1.80983], [-0.40017, 5.80650, 4.33750], [-1.56045, -5.23083, 1.79712], [3.92520, -3.99191, 2.19938], [-2.38080, -0.08581, 1.49301], [6.41346, -1.59760, -1.62018], [5.92368, -3.58000, -2.70020], [2.95055, -4.99233, -0.13218], [-3.27553, 2.56326, -2.21744], [-4.74822, -0.03049, 3.38549], [-0.65779, -5.93618, 0.44893], [-2.73753, 5.97404, -6.28497], [-2.22434, -4.88067, -1.17860], [-5.03615, -5.32659, 0.68335], [-3.58294, 4.28348, -2.00562], [-6.56431, -3.68847, 1.72500], [2.39159, 8.48443, 2.50744], [2.47252, -4.18723, -1.62423], [2.30502, -0.23122, -1.44387], [1.29039, -6.14371, 4.80050], [-2.30512, -2.93422, -1.98369], [-0.66063, -4.19463, 0.70331], [5.97091, 0.10914, 0.11642], [0.66017, 4.61672, -2.11644], [3.49175, -5.90886, 3.65388], [0.74575, 5.83922, -0.83092], [-1.02775, 2.11929, -3.70630], [-3.94247, 0.48575, 1.03944], [0.17646, 4.07009, 2.67572], [2.96402, 6.74347, 0.84759], [2.71651, 4.57312, -0.03720], [4.04222, -0.16952, 1.64297], [-3.56365, 5.54948, -3.99414], [1.87301, -1.17621, 1.86773], [-5.77981, -1.40592, 2.16397], [-1.55453, 5.62122, -1.85498], [-3.17303, -0.76102, 3.73893], [-3.30686, 0.97562, 3.40280], [0.70475, 8.01863, 4.25272]],
  "forces_ev_per_angstrom": [[0.5765, 1.6598, 0.0097], [0.0053, -0.1096, 0.2372], [-0.0105, -0.1070, -0.0033], [0.1214, -0.4078, 0.2646], [0.0463, -0.0534, 0.0262], [-0.4608, -0.2010, -0.0883], [0.1197, -0.4514, -0.4005], [0.0226, 0.0386, 0.0183], [-0.0463, 0.0029, -0.0069], [-0.1041, -0.1217, 0.0654], [0.0190, -0.0144, 0.0143], [-0.0360, 0.1495, -0.1280], [-0.0083, -0.0734, 0.0345], [-0.1234, 0.0567, 0.0441], [-0.0014, -0.0328, -0.0067], [0.0275, -0.0272, -0.0556], [0.0029, 0.0091, -0.0175], [0.0605, -0.0820, -0.0105], [0.1678, 0.0154, -0.0130], [0.0042, -0.0096, 0.0594], [0.0453, 0.0274, 0.1028], [0.2941, 0.0096, -0.0935], [0.0240, 0.0296, 0.0240], [0.0444, -0.0294, 0.0580], [0.0265, -0.0057, 0.0030], [-0.0626, 0.0304, 0.0016], [-0.0313, -0.0074, 0.0186], [-0.0296, -0.0152, 0.0053], [0.0472, -0.0386, -0.0046], [-0.0246, -0.0464, 0.0073], [-0.1060, -0.0506, -0.0721], [0.0205, -0.0226, 0.0017], [0.0098, 0.0039, -0.0135], [-0.0010, 0.0132, 0.0093], [-0.0284, 0.0601, -0.0924], [-0.0803, -0.0447, -0.1000], [0.0040, 0.0027, -0.0256], [-0.0105, 0.0216, -0.0787], [-0.0191, -0.0168, 0.0141], [0.0101, -0.0241, 0.0183], [0.0476, -0.0399, -0.0157], [-0.0959, -0.0064, 0.0667], [-0.0238, 0.0333, 0.0159], [0.0090, 0.0064, 0.0130], [0.0454, -0.1459, -0.1083], [-0.0101, -0.0196, 0.0179], [0.0144, 0.0752, 0.0690], [-0.0807, -0.0410, 0.0755], [-0.0226, 0.0129, 0.0135], [-0.0080, -0.1097, 0.1286], [-0.0009, 0.0206, 0.0154], [0.0222, 0.0370, 0.0024], [0.0047, 0.0245, -0.0118], [-0.0080, -0.0112, 0.0173], [-0.0035, 0.0078, -0.0220], [0.0242, -0.0225, 0.0014], [-0.1143, -0.0647, -0.0486], [-0.1371, -0.1423, -0.1015], [0.0087, -0.0024, -0.0082], [0.0008, 0.0028, -0.0061], [-0.0075, 0.0243, -0.0004], [0.0172, 0.0006, -0.0104], [0.0131, -0.0009, 0.0051], [-0.0116, -0.0106, -0.0039], [0.0009, 0.0121, -0.0026], [0.0049, -0.0013, -0.0016], [0.0218, 0.0083, 0.0002], [-0.0155, 0.0295, 0.0397], [-0.0038, 0.0048, 0.0156], [-0.0031, 0.0051, 0.0028], [-0.0119, 0.0042, -0.0026], [0.0322, 0.0029, -0.0311], [-0.3570, -0.0357, 0.0974], [0.0081, 0.0073, -0.0034], [-0.0009, -0.0007, 0.0018], [0.0389, -0.0301, 0.0403], [-0.0085, 0.0174, 0.0006], [0.0079, 0.0107, 0.0157], [-0.0019, -0.0068, -0.0005], [-0.0015, 0.0033, -0.0022], [0.0387, 0.0323, 0.0208], [-0.0023, -0.0031, -0.0068], [0.0342, 0.0225, -0.0114], [-0.0108, 0.0007, -0.0032], [0.0027, 0.0052, -0.0030], [-0.0032, 0.0222, 0.0137], [0.0274, -0.0147, -0.0108], [0.0190, -0.0137, -0.0005], [0.0489, 0.0060, -0.0363], [-0.0162, 0.0157, -0.0235], [0.0045, 0.0049, -0.0053], [-0.0114, 0.0103, -0.0057], [0.0019, -0.0071, 0.0088], [-0.0187, 0.0033, 0.0196], [0.0061, -0.0104, 0.0038], [0.0096, -0.0005, 0.0027], [-0.0023, -0.0078, 0.0030], [0.0065, 0.0079, -0.0010], [-0.0285, 0.0217, -0.0041], [-0.0110, 0.0062, 0.0025], [-0.0051, 0.0079, -0.0055], [-0.0293, 0.1047, -0.0440], [-0.0098, -0.0050, -0.0024], [0.0159, -0.0038, -0.0062], [0.0037, -0.0033, -0.0187], [0.0177, -0.0065, 0.0070], [0.0022, 0.0073, 0.0047]],
  "multiplicity": 3,
  "total_charge": 0,
  "de_lowest_kcal_mol": 18.6,
  "e_tot_ha": -3928.77359,
  "lumo_energy_ev": [0.11, -0.49],
  "homo_lumo_gap_ev": [6.466, 7.069]
}